Below is 2 unconnected molecules or ions with the total composition C3F3O3, with properties calculated with ωB97M-V/def2-TZVPD.

Atoms and positions in Å:
1 C -2.270 -0.270 0.145
2 C 0.099 0.261 0.204
3 C 1.383 -0.017 -0.414
4 O -2.379 0.047 1.237
5 O -2.349 -0.651 -0.947
6 O 1.093 1.294 -0.435
7 F 0.412 0.197 1.704
8 F 1.497 -0.483 -1.712
9 F 2.514 -0.377 0.217

Kohn-Sham gap: 0.3006 Eh
net charge: -1
relative energy (zero: lowest compared OMol25 entry of this formula, charge and spin): 0.471 eV
LUMO: 3.9 eV
HOMO: -4.322 eV
max |F|: 0.051 Eh/bohr

Mulliken population analysis, charges in e, atoms 1 to 4: atom 1 (C): 0.81, atom 2 (C): -0.75, atom 3 (C): 1.12, atom 4 (O): -0.35

***

Below is 2 unconnected molecules or ions with the total composition C4H15N2O, with properties calculated with ωB97M-V/def2-TZVPD.

Atoms and positions in Å:
1 C 1.351 -1.657 0.747
2 C 0.464 -0.373 0.574
3 C 1.321 0.814 0.730
4 C 0.521 2.102 0.795
5 N -0.125 2.365 -0.545
6 N -0.374 -0.517 -0.732
7 H 1.890 -1.869 -0.247
8 H 0.755 -2.597 0.967
9 H 2.157 -1.436 1.477
10 H -0.340 -0.355 1.393
11 H 1.890 0.865 1.664
12 H 2.064 0.861 -0.195
13 H 1.065 3.050 1.049
14 H -0.277 2.012 1.466
15 H 0.350 2.993 -1.206
16 H -1.122 2.817 -0.459
17 H -1.125 -1.264 -0.555
18 H 0.030 -0.992 -1.587
19 H -0.566 0.369 -1.008
20 H -3.165 -1.878 -0.538
21 H -2.728 -2.798 -1.874
22 O -2.416 -2.253 -1.060

multiplicity: 2
Kohn-Sham gap (alpha / beta): 0.1251 / 0.3951 Eh
relative energy (zero: lowest compared OMol25 entry of this formula, charge and spin): 2.477 eV
LUMO (alpha / beta): 0.7 / 0.6 eV
HOMO (alpha / beta): -2.716 / -10.172 eV
max |F|: 0.105 Eh/bohr

Mulliken population analysis, charges in e, atoms 1 to 4: atom 1 (C): -1.25, atom 2 (C): -0.35, atom 3 (C): -0.59, atom 4 (C): -0.84

***

Below is 3 unconnected molecules or ions with the total composition C4H17N2O2, with properties calculated with ωB97M-V/def2-TZVPD.

Atoms and positions in Å:
1 C 0.222 -0.997 1.861
2 N 0.001 -2.251 1.234
3 C -0.617 -0.012 0.920
4 N -0.207 -0.312 -0.562
5 C -1.015 2.457 0.466
6 C -0.405 1.373 1.422
7 H 1.295 -0.711 2.012
8 H -0.481 -0.966 2.875
9 H 0.759 -2.861 1.173
10 H -0.808 -2.636 1.774
11 H -1.620 -0.381 1.026
12 H 0.617 -1.040 -0.643
13 H -1.061 -0.766 -1.137
14 H -0.018 0.558 -1.122
15 H -1.005 2.401 -0.629
16 H -0.794 3.485 0.680
17 H -2.045 2.441 0.807
18 H 0.589 1.797 1.593
19 H -0.852 1.485 2.526
20 H 2.222 -2.130 -2.780
21 H 1.723 -3.470 -2.237
22 O 1.763 -2.546 -2.029
23 H -0.097 1.659 -3.360
24 H 1.281 1.975 -3.086
25 O 0.553 1.448 -2.781

Kohn-Sham gap: 0.3726 Eh
net charge: +1
relative energy (zero: lowest compared OMol25 entry of this formula, charge and spin): 2.400 eV
LUMO: -2.9 eV
HOMO: -13.001 eV
max |F|: 0.087 Eh/bohr

Mulliken population analysis, charges in e, atoms 1 to 4: atom 1 (C): -0.85, atom 2 (N): -0.42, atom 3 (C): 0.25, atom 4 (N): -0.22

***

Below is 16 unconnected molecules or ions with the total composition C22H38BCl30FN2O5S, with properties calculated with ωB97M-V/def2-TZVPD.

Atoms and positions in Å:
1 C 1.467 -0.728 2.538
2 B 0.201 -0.728 1.489
3 O 0.493 -1.230 0.100
4 C -1.327 -0.194 1.795
5 C -2.541 -1.104 1.832
6 S -2.426 -2.958 1.586
7 O -1.623 -3.409 0.343
8 O -1.774 -3.543 2.881
9 F -3.990 -3.728 1.442
10 C -4.013 -0.365 2.109
11 O -5.184 -1.051 2.048
12 C -4.171 1.257 2.428
13 N -5.560 1.817 2.707
14 C -2.938 2.142 2.435
15 N -3.098 3.631 2.777
16 C -1.480 1.447 2.071
17 O -0.355 2.211 2.030
18 H 1.573 -1.730 3.139
19 H 2.453 -0.619 1.875
20 H 1.439 0.239 3.213
21 H -0.098 -0.626 -0.475
22 H -5.521 2.585 3.432
23 H -6.188 1.091 3.151
24 H -4.021 3.989 2.442
25 H -2.376 4.130 2.186
26 C -0.550 6.247 3.170
27 Cl -1.071 5.549 1.632
28 Cl -1.892 7.053 3.990
29 H -0.169 5.449 3.812
30 H 0.241 6.977 2.980
31 C 2.491 -0.229 -2.611
32 Cl 2.675 1.427 -2.021
33 Cl 3.931 -0.754 -3.493
34 H 2.333 -0.895 -1.759
35 H 1.628 -0.274 -3.280
36 C 1.919 -4.072 -4.591
37 Cl 1.583 -2.377 -4.963
38 Cl 3.501 -4.252 -3.822
39 H 1.149 -4.447 -3.913
40 H 1.907 -4.649 -5.519
41 C 2.131 4.062 6.058
42 Cl 0.698 5.087 5.917
43 Cl 1.956 2.589 5.095
44 H 3.003 4.617 5.704
45 H 2.270 3.786 7.106
46 C 3.591 1.008 -6.694
47 Cl 1.932 0.959 -6.087
48 Cl 4.180 2.672 -6.804
49 H 4.236 0.447 -6.014
50 H 3.620 0.555 -7.688
51 C -1.769 7.102 -1.475
52 Cl -3.202 8.127 -1.616
53 Cl -1.944 5.629 -2.438
54 H -0.897 7.657 -1.830
55 H -1.630 6.826 -0.427
56 C 3.891 -5.515 -7.922
57 Cl 2.232 -5.564 -7.315
58 Cl 4.480 -3.852 -8.031
59 H 4.536 -6.076 -7.241
60 H 3.920 -5.969 -8.915
61 C 2.035 7.868 8.623
62 Cl 1.245 8.665 7.257
63 Cl 2.509 6.216 8.208
64 H 2.928 8.436 8.898
65 H 1.342 7.838 9.467
66 C -1.715 -6.465 -3.511
67 Cl -0.142 -5.731 -3.178
68 Cl -1.585 -7.707 -4.762
69 H -2.095 -6.922 -2.594
70 H -2.405 -5.689 -3.850
71 C -1.762 -3.594 -6.798
72 Cl -2.058 -3.382 -5.068
73 Cl -3.167 -4.306 -7.600
74 H -1.552 -2.620 -7.245
75 H -0.902 -4.255 -6.933
76 C -5.878 -0.792 -1.231
77 Cl -4.441 0.225 -1.393
78 Cl -6.106 -1.805 -2.661
79 H -5.762 -1.434 -0.354
80 H -6.754 -0.151 -1.105
81 C 5.184 -1.985 3.538
82 Cl 4.663 -2.682 2.000
83 Cl 3.841 -1.178 4.358
84 H 5.565 -2.783 4.180
85 H 5.975 -1.255 3.348
86 C 0.057 -0.307 -9.597
87 Cl -1.152 0.879 -9.093
88 Cl -0.236 -1.876 -8.839
89 H 0.011 -0.422 -10.683
90 H 1.048 0.049 -9.305
91 C 2.856 2.931 10.198
92 Cl 4.293 3.947 10.036
93 Cl 2.628 1.918 8.768
94 H 2.972 2.289 11.075
95 H 1.979 3.572 10.324
96 C -1.952 -6.883 2.944
97 Cl -1.152 -8.060 1.896
98 Cl -1.439 -7.074 4.624
99 H -1.697 -5.875 2.606
100 H -3.033 -7.029 2.883

Kohn-Sham gap: 0.2285 Eh
LUMO: -2.9 eV
HOMO: -9.071 eV
max |F|: 0.168 Eh/bohr

Mulliken population analysis, charges in e, atoms 1 to 4: atom 1 (C): -0.45, atom 2 (B): 0.15, atom 3 (O): -0.34, atom 4 (C): 0.03

***

Below is a molecular structure, C52H38CdCl3N12O5S2, with properties calculated with ωB97M-V/def2-TZVPD.

Atoms and positions in Å:
1 Cd 0.753 -1.089 1.004
2 O 3.803 -7.540 1.314
3 C 4.326 -6.598 0.699
4 O 5.210 -6.561 -0.174
5 C 3.731 -5.190 1.054
6 C 2.637 -5.072 1.891
7 C 1.995 -3.847 2.018
8 N 2.393 -2.771 1.323
9 C 3.510 -2.851 0.583
10 C 4.209 -4.044 0.443
11 C 4.011 -1.608 -0.062
12 C 4.827 -1.630 -1.193
13 C 5.316 -0.430 -1.683
14 C 4.995 0.750 -1.031
15 C 4.184 0.671 0.091
16 N 3.694 -0.470 0.552
17 C 0.812 -3.664 2.901
18 C 0.178 -4.724 3.541
19 C -0.981 -4.475 4.256
20 C -1.460 -3.178 4.347
21 C -0.738 -2.175 3.722
22 N 0.358 -2.417 3.018
23 H 2.306 -5.967 2.401
24 H 5.110 -4.121 -0.151
25 H 5.080 -2.565 -1.674
26 H 5.941 -0.416 -2.567
27 H 5.342 1.709 -1.390
28 H 3.909 1.559 0.649
29 H 0.557 -5.732 3.452
30 H -1.509 -5.290 4.734
31 H -2.373 -2.943 4.876
32 H -1.051 -1.137 3.780
33 C -5.434 0.900 -4.116
34 C -4.755 0.671 -2.794
35 C -3.415 1.004 -2.614
36 C -2.774 0.724 -1.419
37 C -3.469 0.114 -0.387
38 C -4.812 -0.186 -0.535
39 C -5.450 0.096 -1.732
40 S -2.590 -0.313 1.111
41 O -3.577 -0.775 2.061
42 O -1.840 0.855 1.497
43 N -1.515 -1.410 0.662
44 C -1.844 -2.752 0.573
45 C -3.145 -3.291 0.697
46 C -3.325 -4.650 0.557
47 C -2.239 -5.473 0.283
48 C -1.005 -4.866 0.167
49 N -0.808 -3.559 0.308
50 H -4.793 1.457 -4.796
51 H -6.372 1.441 -3.984
52 H -5.667 -0.056 -4.589
53 H -2.869 1.471 -3.424
54 H -1.729 0.970 -1.268
55 H -5.344 -0.641 0.291
56 H -6.502 -0.137 -1.852
57 H -3.972 -2.642 0.933
58 H -4.319 -5.072 0.651
59 H -2.347 -6.543 0.171
60 H -0.113 -5.454 -0.034
61 Cl 6.219 4.537 0.235
62 C 4.492 4.665 0.168
63 C 3.711 3.988 1.088
64 C 2.332 4.091 1.013
65 C 1.719 4.873 0.039
66 C 0.207 4.976 -0.015
67 C -0.326 4.138 -1.200
68 N 0.290 2.825 -1.289
69 C 0.918 2.321 -2.403
70 C 1.307 1.058 -2.080
71 N 0.922 0.766 -0.797
72 C 0.305 1.847 -0.351
73 O -0.325 4.582 1.225
74 C -1.282 5.477 1.794
75 C -2.716 5.239 1.406
76 C -3.339 5.762 0.312
77 Cl -2.669 6.845 -0.844
78 S -4.986 5.265 0.175
79 C -4.852 4.357 1.628
80 C -3.610 4.426 2.161
81 C 2.534 5.555 -0.860
82 Cl 1.840 6.583 -2.078
83 C 3.916 5.460 -0.808
84 H 4.173 3.393 1.865
85 H 1.708 3.579 1.734
86 H -0.065 6.020 -0.206
87 H -0.094 4.663 -2.124
88 H -1.410 4.048 -1.113
89 H 1.015 2.897 -3.307
90 H 1.852 0.350 -2.683
91 H -0.137 1.963 0.621
92 H -1.006 6.506 1.540
93 H -1.187 5.346 2.873
94 H -5.702 3.797 1.984
95 H -3.307 3.900 3.054
96 H 4.529 6.006 -1.510
97 N -1.674 -0.605 -5.294
98 C -0.966 -1.210 -4.619
99 C -0.063 -1.946 -3.793
100 C 0.818 -2.876 -4.343
101 C 1.679 -3.545 -3.496
102 C 1.669 -3.222 -2.145
103 N 0.858 -2.308 -1.618
104 C -0.013 -1.714 -2.417
105 H 0.816 -3.067 -5.408
106 H 2.366 -4.292 -3.870
107 H 2.341 -3.725 -1.459
108 H -0.713 -1.031 -1.950
109 N -1.070 2.823 5.724
110 C -0.356 2.510 4.862
111 N 0.495 2.271 3.909
112 C 0.723 1.294 3.139
113 N 1.067 0.466 2.385

Kohn-Sham gap: 0.2818 Eh
net charge: -1
relative energy (zero: lowest compared OMol25 entry of this formula, charge and spin): 0.080 eV
LUMO: 1.7 eV
HOMO: -5.993 eV
max |F|: 0.026 Eh/bohr

Mulliken population analysis, charges in e, atoms 1 to 4: atom 1 (Cd): 5.37, atom 2 (O): -0.73, atom 3 (C): 0.42, atom 4 (O): -0.74

***

Below is a molecular structure, C28H31MgN12O2S, with properties calculated with ωB97M-V/def2-TZVPD.

Atoms and positions in Å:
1 Mg -0.017 1.567 1.043
2 C -1.862 -4.013 -2.069
3 C -1.570 -2.560 -1.808
4 C -2.526 -1.569 -2.032
5 C -2.271 -0.238 -1.755
6 C -1.032 0.190 -1.253
7 N -0.795 1.491 -0.823
8 C -1.065 2.542 -1.674
9 C -1.075 2.406 -3.074
10 C -1.256 3.480 -3.919
11 C -1.412 4.775 -3.430
12 C -1.529 5.956 -4.354
13 C -1.408 4.931 -2.056
14 C -1.276 3.846 -1.193
15 N -1.412 4.126 0.209
16 C -2.205 5.078 0.735
17 C -1.955 5.149 2.088
18 C -0.983 4.178 2.310
19 N -0.656 3.558 1.176
20 C -0.066 -0.816 -1.078
21 C -0.334 -2.158 -1.324
22 N 1.269 -0.468 -0.695
23 C 2.395 -0.857 -1.316
24 C 3.463 -0.327 -0.625
25 C 2.880 0.390 0.423
26 N 1.553 0.300 0.380
27 H -2.815 -4.135 -2.581
28 H -1.906 -4.578 -1.135
29 H -1.084 -4.466 -2.684
30 H -3.499 -1.849 -2.419
31 H -3.036 0.510 -1.925
32 H -0.919 1.420 -3.493
33 H -1.251 3.314 -4.990
34 H -2.094 5.699 -5.250
35 H -0.545 6.304 -4.676
36 H -2.031 6.793 -3.869
37 H -1.501 5.925 -1.636
38 H -2.891 5.626 0.114
39 H -2.418 5.803 2.805
40 H -0.507 3.891 3.234
41 H 0.442 -2.892 -1.133
42 H 2.345 -1.467 -2.202
43 H 4.507 -0.414 -0.867
44 H 3.349 0.982 1.192
45 N -1.680 0.032 1.653
46 N -1.810 -0.089 3.046
47 C -0.769 0.325 3.800
48 N -0.725 -0.013 5.077
49 N 0.068 1.141 3.151
50 N 1.290 1.443 3.653
51 O 1.966 2.117 2.893
52 O 1.675 1.047 4.747
53 H -2.561 0.329 1.248
54 H -1.395 -0.860 1.247
55 H -2.394 -0.829 3.408
56 H -1.302 -0.764 5.418
57 H 0.099 0.248 5.597
58 N 2.930 -1.631 3.234
59 C 2.138 -2.415 2.474
60 S 0.473 -2.387 2.687
61 N 2.798 -3.166 1.571
62 C 2.289 -4.070 0.599
63 C 1.240 -4.943 0.858
64 C 0.825 -5.817 -0.136
65 C 1.454 -5.842 -1.372
66 C 2.523 -4.992 -1.612
67 C 2.939 -4.107 -0.630
68 H 2.508 -1.087 3.967
69 H 3.934 -1.700 3.214
70 H 3.780 -2.964 1.460
71 H 0.759 -4.942 1.823
72 H 0.008 -6.497 0.069
73 H 1.126 -6.534 -2.136
74 H 3.039 -5.018 -2.563
75 H 3.773 -3.441 -0.815

Kohn-Sham gap: 0.2308 Eh
net charge: +1
relative energy (zero: lowest compared OMol25 entry of this formula, charge and spin): 0.000 eV
LUMO: -2.9 eV
HOMO: -9.200 eV
max |F|: 0.003 Eh/bohr

Mulliken population analysis, charges in e, atoms 1 to 4: atom 1 (Mg): 1.16, atom 2 (C): -1.36, atom 3 (C): 0.24, atom 4 (C): -1.03

***

- Look up the max |F| of the first one.
  0.051 Eh/bohr

***

- What is the max |F| in the second record?
  0.105 Eh/bohr